{
  "formula": "C18H21CrN3O7S",
  "method": "ωB97M-V with the def2-TZVPD basis set",
  "species": ["Cr", "C", "O", "C", "C", "O", "C", "C", "O", "C", "H", "H", "H", "H", "H", "H", "H", "H", "H", "H", "H", "H", "H", "H", "O", "C", "O", "C", "O", "O", "N", "C", "C", "C", "C", "C", "C", "N", "C", "C", "C", "S", "C", "N", "H", "H", "H", "H", "H", "H", "H"],
  "xyz": [[-0.47167, -1.29160, -0.87397], [-0.70505, 0.85758, 2.07217], [-1.55084, 0.24159, 1.11381], [-2.71312, 1.00893, 0.89316], [-3.43957, 0.41635, -0.27942], [-2.61014, 0.29374, -1.41918], [-2.59918, 1.38905, -2.31752], [-1.87618, 2.63858, -1.83893], [-0.67161, 2.29810, -1.19834], [0.15799, 3.42443, -0.99380], [-1.20664, 0.91439, 3.04281], [0.19646, 0.26021, 2.16359], [-0.43873, 1.86801, 1.74662], [-3.36701, 0.98374, 1.77388], [-2.43456, 2.04973, 0.70488], [-3.76206, -0.59710, -0.03409], [-4.33022, 1.01130, -0.50665], [-2.13481, 1.01659, -3.22777], [-3.63404, 1.66207, -2.55138], [-1.66738, 3.25260, -2.72443], [-2.51069, 3.23955, -1.17324], [0.48884, 3.85068, -1.94642], [-0.35962, 4.20393, -0.42414], [1.02861, 3.09477, -0.43131], [-0.70033, -2.76498, -3.69384], [-1.03633, -2.40305, -2.59487], [-2.05572, -2.34529, -1.85209], [1.27439, -1.16836, -2.44796], [2.06610, -1.97012, -2.67302], [0.64282, -0.14003, -2.37170], [2.38678, -1.83876, 2.04206], [3.16330, -0.83465, 1.45388], [4.40604, -0.34042, 1.78305], [4.90840, 0.70986, 1.01384], [4.16389, 1.23443, -0.03698], [2.90418, 0.72700, -0.35966], [2.40550, -0.32890, 0.38826], [1.19742, -1.02544, 0.30320], [1.21955, -1.96062, 1.32244], [0.14957, -2.81059, 1.55938], [-0.14520, -3.76823, 2.53808], [-1.70601, -4.43178, 2.21911], [-1.89237, -3.44405, 0.85521], [-0.89438, -2.66121, 0.61889], [2.70396, -2.49643, 2.72957], [4.97319, -0.75102, 2.61041], [5.88379, 1.12039, 1.24157], [4.56829, 2.05225, -0.62059], [2.33463, 1.14354, -1.18115], [0.45366, -4.10691, 3.36743], [-2.76389, -3.48384, 0.21514]],
  "forces_ev_per_angstrom": [[-1.24, 0.04, 0.65], [-0.06, -0.03, -0.02], [0.14, 0.03, 0.11], [0.15, 0.03, 0.11], [-0.09, -0.12, -0.26], [0.25, 0.24, 0.01], [-0.13, -0.09, 0.10], [0.08, 0.03, -0.03], [0.03, -0.01, 0.01], [-0.02, -0.08, 0.04], [-0.02, 0.01, 0.03], [-0.03, -0.02, -0.01], [0.03, 0.02, -0.01], [-0.01, 0.01, 0.06], [0.02, 0.05, 0.00], [0.02, -0.04, -0.02], [-0.03, 0.02, -0.03], [0.10, -0.09, 0.01], [-0.02, 0.06, -0.12], [-0.09, 0.06, -0.04], [0.01, 0.00, 0.08], [-0.02, 0.01, -0.04], [-0.04, 0.02, 0.02], [0.00, -0.03, 0.01], [-0.30, 0.09, 0.45], [-0.28, -0.34, 0.01], [0.98, 0.27, -0.49], [-0.12, 1.57, -0.90], [0.06, -0.24, 0.10], [0.50, -1.38, 0.21], [0.24, 0.20, -0.02], [-0.15, -0.31, 0.27], [0.10, 0.01, 0.05], [-0.05, 0.02, -0.04], [-0.04, -0.07, 0.05], [0.08, 0.14, -0.14], [-0.52, -0.16, -0.04], [0.23, -0.12, 0.03], [0.22, 0.30, -0.22], [-0.47, 0.07, -0.23], [0.07, 0.06, -0.07], [-0.09, -0.29, 0.28], [-0.09, -0.01, -0.14], [0.60, 0.04, 0.18], [0.02, 0.00, 0.00], [-0.02, 0.02, -0.04], [-0.03, -0.02, -0.01], [-0.01, -0.02, 0.01], [0.03, -0.01, 0.07], [-0.07, 0.04, -0.07], [0.08, 0.01, 0.04]],
  "multiplicity": 5,
  "energy_ha": -2832.09020,
  "total_charge": 0,
  "orbital_gap_ev": [5.356, 7.884]
}



{
  "formula": "C2H30MgO21S2",
  "method": "ωB97M-V with the def2-TZVPD basis set",
  "species": ["Mg", "S", "O", "O", "O", "O", "S", "O", "O", "O", "O", "O", "H", "H", "O", "H", "H", "O", "H", "H", "O", "H", "H", "O", "H", "H", "O", "H", "H", "O", "H", "H", "O", "H", "H", "O", "H", "H", "O", "H", "H", "O", "H", "H", "O", "H", "H", "C", "C", "O", "H", "H", "H", "H", "H", "H"],
  "xyz": [[-1.89798, 2.31844, 1.22433], [-2.82618, 0.01513, 3.34649], [-1.67315, -0.37402, 4.19074], [-3.29991, -1.09367, 2.55284], [-3.73843, 0.42402, 4.41790], [-2.48636, 1.22920, 2.55155], [0.33962, 0.20519, -0.08377], [-0.33495, -0.66533, -1.07018], [1.00897, -0.62667, 0.94831], [1.38292, 0.93916, -0.81297], [-0.65695, 1.10354, 0.53758], [3.39179, -0.28517, 1.80418], [3.31366, -0.17039, 2.75563], [2.45443, -0.39837, 1.49167], [-3.19832, 1.51017, -0.07508], [-3.16112, 0.70340, -0.60120], [-4.12508, 1.77039, -0.08177], [1.97733, 3.25556, 0.70828], [1.94985, 2.43661, 0.19609], [1.12779, 3.66459, 0.54829], [3.95734, 0.68397, -1.01396], [2.97219, 0.65338, -1.06649], [4.21364, 1.32715, -1.68099], [2.10839, -3.04851, 0.79110], [1.43729, -3.66494, 0.47920], [1.64604, -2.18230, 0.81954], [-0.62577, 3.10041, 2.55672], [-1.06651, 3.54961, 3.28591], [-0.08573, 2.39051, 2.98567], [-2.68380, -2.00393, -0.44562], [-3.28302, -1.55292, -1.04774], [-1.79458, -1.69697, -0.70134], [-1.45065, 3.71809, -0.14449], [-1.97777, 4.51524, -0.00829], [-1.16880, 3.76417, -1.06511], [1.16206, 1.60275, -3.45093], [0.22673, 1.69778, -3.65751], [1.17961, 1.37384, -2.49795], [-0.97765, -2.53825, 2.36801], [-0.66769, -3.09017, 3.09080], [-0.18017, -2.15321, 1.99652], [0.75242, 0.57755, 3.42249], [-0.09025, 0.22698, 3.81492], [0.89376, 0.08396, 2.58850], [-1.78046, 0.59820, -2.92684], [-1.21926, 0.20454, -2.21214], [-2.50822, -0.02038, -3.03079], [1.52458, -2.19136, -3.80415], [1.45266, -3.26135, -2.72056], [0.22716, -3.17104, -2.04778], [1.54797, -1.16643, -3.42944], [0.61289, -2.21753, -4.40835], [2.35645, -2.28492, -4.50742], [2.32191, -3.22526, -2.05388], [1.38826, -4.29640, -3.07495], [0.03108, -2.26402, -1.75153]],
  "forces_ev_per_angstrom": [[0.63, -1.55, 0.37], [-0.35, -1.98, 4.78], [2.34, 0.03, -1.12], [-0.52, 0.65, -1.13], [-2.43, 1.11, -0.56], [-0.42, 0.89, -0.49], [0.31, -0.90, 0.60], [-0.42, 0.04, -0.05], [-1.57, 0.47, -0.63], [-0.53, 0.99, 0.00], [1.73, -0.79, -1.19], [-0.20, -0.06, 0.14], [-0.14, 0.05, 0.00], [1.40, 0.24, 0.30], [-1.27, 0.59, -0.90], [0.55, -0.21, 0.33], [-0.04, -0.25, 0.17], [0.32, 0.49, 0.06], [0.06, -0.28, -0.05], [-0.27, -0.04, 0.10], [-0.02, 0.02, -0.44], [0.87, -0.06, 0.28], [-0.07, -0.01, -0.03], [-0.15, -0.14, -0.01], [-0.09, 0.11, -0.04], [0.41, -0.57, -0.15], [0.37, 1.12, 0.43], [0.07, -0.25, 0.17], [0.09, -0.61, -0.31], [-0.13, 0.05, -0.41], [-0.03, -0.15, -0.03], [-0.21, -0.01, 0.33], [-0.34, 1.32, -0.12], [0.21, 0.15, -0.12], [0.09, -0.56, -0.01], [-0.05, 0.29, -0.04], [-0.05, -0.25, 0.01], [0.06, -0.03, -0.18], [0.17, -0.69, -0.34], [0.02, 0.18, 0.12], [0.12, 0.17, 0.03], [0.14, 0.58, 0.00], [-0.31, -0.35, -0.27], [-0.44, 0.36, 0.65], [-0.21, 0.28, 0.15], [0.00, -0.15, -0.23], [0.11, -0.10, -0.12], [-0.18, 0.01, -0.66], [-0.15, 0.00, -0.14], [-0.68, 0.05, 0.61], [0.18, -0.15, 0.43], [-0.05, -0.24, 0.00], [0.18, -0.19, 0.19], [-0.10, 0.27, 0.16], [0.51, 0.18, -0.65], [0.48, -0.15, 0.03]],
  "multiplicity": 1,
  "energy_ha": -2670.95367,
  "total_charge": -2,
  "orbital_gap_ev": 3.965
}



{
  "formula": "C27H58INbO12PS",
  "method": "ωB97M-V with the def2-TZVPD basis set",
  "species": ["C", "C", "O", "O", "C", "Nb", "I", "P", "O", "O", "S", "H", "H", "H", "H", "H", "H", "H", "H", "H", "H", "C", "C", "O", "C", "H", "H", "H", "H", "H", "H", "C", "C", "O", "C", "H", "H", "H", "H", "H", "H", "C", "C", "O", "C", "H", "H", "H", "H", "H", "H", "C", "C", "O", "C", "H", "H", "H", "H", "H", "H", "C", "C", "O", "C", "H", "H", "H", "H", "H", "H", "C", "C", "O", "C", "H", "H", "H", "H", "H", "H", "C", "C", "O", "C", "H", "H", "H", "H", "H", "H", "C", "C", "O", "C", "H", "H", "H", "H", "H", "H"],
  "xyz": [[3.56812, -1.63889, -0.58394], [2.39967, -1.95574, -1.46316], [2.37934, -1.62659, -2.62709], [1.45896, -2.68825, -0.86664], [0.08114, -2.46339, -1.24721], [-1.25603, -1.99139, 0.55051], [0.54715, -0.61683, 2.13787], [-2.15226, 0.07816, -0.88298], [-3.43348, 0.85497, -0.31885], [-2.71113, -0.34044, -2.32981], [-0.63378, 1.29493, -1.12014], [3.26265, -1.49739, 0.44937], [4.24141, -2.50075, -0.60146], [4.09074, -0.77789, -0.98591], [0.01888, -1.73523, -2.05414], [-0.31264, -3.40251, -1.65455], [-2.56345, -1.33948, 1.66782], [-1.08773, -3.52500, 1.51273], [-2.62730, -2.88367, -0.18381], [-3.18391, 1.21887, 0.56410], [-1.98179, -0.35243, -2.97420], [-5.08057, 1.27090, 2.71406], [-3.73097, 1.91810, 2.88595], [-2.88302, 1.85149, 2.01909], [-3.43893, 2.67361, 4.15856], [-5.12883, 0.76938, 1.75384], [-5.25346, 0.53692, 3.50233], [-5.87016, 2.02236, 2.75953], [-3.52811, 2.01355, 5.02329], [-4.13883, 3.50204, 4.27716], [-2.43012, 3.06172, 4.10851], [-1.91934, 6.96884, 4.25024], [-1.35665, 5.98329, 5.24161], [-1.77748, 4.85255, 5.32383], [-0.22693, 6.47836, 6.11040], [-2.71662, 6.49771, 3.68024], [-2.31412, 7.84339, 4.77193], [-1.12652, 7.28632, 3.57116], [-0.55549, 7.33362, 6.70403], [0.60541, 6.79127, 5.47756], [0.09868, 5.68114, 6.77403], [0.27610, 3.97429, 2.59556], [1.28626, 5.05179, 2.32825], [1.16329, 6.17549, 2.77823], [2.46841, 4.66557, 1.47830], [-0.52581, 4.36385, 3.21460], [-0.14752, 3.59776, 1.66142], [0.74662, 3.13421, 3.10992], [2.13490, 4.33026, 0.49578], [3.01614, 3.84715, 1.94407], [3.12984, 5.52072, 1.36063], [-6.62282, 0.25024, -1.02843], [-7.74825, -0.01843, -0.06261], [-7.68914, 0.28835, 1.10586], [-8.97354, -0.70432, -0.63012], [-5.79463, 0.73658, -0.52659], [-6.26018, -0.68486, -1.45781], [-6.97535, 0.88892, -1.84145], [-8.69835, -1.67467, -1.04584], [-9.40609, -0.09806, -1.42776], [-9.71068, -0.84492, 0.15677], [6.13494, -4.97245, -3.85560], [5.20527, -5.14007, -2.67415], [5.62565, -5.15973, -1.54061], [3.74040, -5.28087, -2.99305], [7.15928, -4.88159, -3.50314], [6.05458, -5.83440, -4.52002], [5.86373, -4.07728, -4.41716], [3.57802, -6.16287, -3.61610], [3.38309, -4.39322, -3.51899], [3.17653, -5.38855, -2.06902], [7.18312, 2.31502, 1.75068], [6.17047, 3.41479, 1.52264], [5.30112, 3.31147, 0.69429], [6.30540, 4.64682, 2.39097], [6.97974, 1.49023, 1.07325], [8.19249, 2.69033, 1.57274], [7.12485, 1.95770, 2.78009], [7.28215, 5.10870, 2.23704], [6.21507, 4.37559, 3.44413], [5.52613, 5.36005, 2.13684], [3.44735, -8.68919, -0.91584], [2.06108, -8.58580, -1.50808], [1.86850, -8.74680, -2.69073], [0.93286, -8.26784, -0.55754], [4.15898, -8.91613, -1.70574], [3.72554, -7.74460, -0.44449], [3.47936, -9.48032, -0.16490], [1.10925, -7.30804, -0.06906], [0.85907, -9.03948, 0.21073], [-0.00217, -8.21926, -1.10872], [-1.01320, 0.46389, -7.08464], [-1.84034, 0.19001, -5.85010], [-1.37284, 0.29299, -4.74434], [-3.28096, -0.21715, -6.06080], [-0.00611, 0.74354, -6.78774], [-0.97199, -0.42897, -7.71070], [-1.45940, 1.27342, -7.66501], [-3.33016, -1.13572, -6.64838], [-3.81628, 0.56702, -6.59919], [-3.75230, -0.37881, -5.09427]],
  "forces_ev_per_angstrom": [[0.15, -0.48, 0.32], [0.39, 0.18, -0.77], [-0.33, -0.02, 0.10], [-0.29, 0.32, 0.82], [-1.18, 0.33, -0.91], [2.64, 0.53, 1.26], [-0.27, -0.36, 0.16], [0.07, -0.71, 0.26], [-0.27, -0.18, -0.35], [-0.44, -0.32, -0.48], [0.38, 0.00, 0.16], [-0.05, 0.15, 0.01], [0.07, 0.01, -0.01], [-0.01, 0.07, 0.03], [0.29, -0.05, -0.13], [0.04, -0.12, 0.03], [-0.20, 0.26, -0.84], [-0.75, -0.12, -0.31], [0.03, 0.06, 0.31], [-0.15, 0.07, 0.15], [-0.23, 0.32, -0.06], [0.24, 0.03, -0.13], [-0.14, -0.02, 0.22], [0.12, 0.26, 0.21], [0.06, -0.29, -0.32], [-0.04, -0.05, -0.02], [-0.02, 0.07, 0.07], [-0.02, -0.02, 0.09], [-0.11, 0.01, 0.00], [-0.03, -0.03, 0.06], [-0.02, 0.02, 0.05], [-0.11, -0.11, -0.04], [0.08, 0.13, -0.03], [0.05, 0.18, 0.20], [0.01, -0.15, 0.05], [-0.01, -0.01, -0.01], [0.08, 0.04, -0.02], [0.04, 0.04, 0.04], [0.02, 0.06, -0.05], [-0.04, 0.05, -0.03], [0.00, -0.01, 0.01], [-0.16, 0.12, 0.04], [-0.01, -0.13, -0.05], [0.01, 0.04, 0.05], [-0.03, 0.31, 0.08], [-0.04, -0.02, 0.02], [0.10, -0.13, -0.01], [0.01, -0.08, -0.11], [0.00, -0.14, 0.03], [-0.05, -0.10, -0.08], [0.02, 0.01, -0.02], [-0.06, 0.09, 0.20], [0.07, -0.05, -0.16], [-0.10, 0.02, 0.00], [-0.05, 0.02, 0.19], [0.11, 0.01, -0.01], [-0.03, -0.01, -0.07], [-0.03, -0.08, -0.06], [0.01, 0.03, -0.08], [0.04, -0.04, -0.07], [-0.01, 0.00, 0.01], [0.11, 0.02, 0.15], [-0.04, 0.02, -0.13], [0.02, -0.04, 0.05], [-0.02, -0.02, 0.26], [0.02, 0.00, 0.01], [-0.06, 0.04, -0.06], [-0.05, -0.04, -0.06], [-0.03, 0.07, -0.10], [-0.01, -0.05, -0.08], [-0.03, 0.03, 0.01], [-0.10, -0.05, -0.11], [0.12, -0.04, 0.11], [0.00, 0.04, -0.07], [-0.13, 0.02, -0.11], [-0.01, -0.02, -0.01], [0.02, 0.02, 0.08], [0.06, 0.05, 0.03], [0.04, -0.04, 0.07], [0.08, -0.01, 0.01], [-0.02, 0.01, 0.00], [0.01, 0.02, -0.18], [0.01, 0.03, 0.08], [0.01, -0.02, -0.07], [-0.06, 0.00, -0.17], [0.02, 0.00, -0.01], [-0.01, -0.04, 0.09], [-0.02, 0.08, 0.09], [0.04, -0.04, 0.08], [0.06, 0.06, 0.07], [-0.02, 0.01, -0.01], [0.09, 0.06, 0.13], [-0.17, -0.02, -0.08], [0.26, -0.10, -0.01], [0.03, -0.02, 0.16], [0.02, 0.00, 0.01], [-0.06, 0.02, -0.05], [-0.04, -0.05, -0.05], [-0.01, 0.04, -0.08], [0.01, -0.03, -0.08], [0.00, 0.00, 0.03]],
  "multiplicity": 1,
  "energy_ha": -3060.68763,
  "total_charge": -1,
  "orbital_gap_ev": 6.585
}